No. 1
Below is an isolated molecule of C4H10N2O2 at a distorted geometry, with properties calculated with ωB97M-V/def2-TZVPD.

Each line ends with the natural charge from an NBO analysis.
Geometry (Å):
N: 2.559 1.427 0.159  -0.83
C: 1.850 0.293 0.753  -0.22
C: 0.372 0.264 0.385  -0.23
N: -0.168 -1.077 0.497  -0.61
C: -1.600 -1.171 0.261  -0.33
C: -2.157 -0.284 -0.831  0.77
O: -3.037 0.513 -0.684  -0.58
O: -1.587 -0.582 -2.020  -0.70
H: 1.913 2.070 -0.292  0.35
H: 2.962 1.986 0.904  0.35
H: 1.943 0.266 1.832  0.19
H: 2.284 -0.594 0.285  0.17
H: -0.218 0.945 0.985  0.19
H: 0.245 0.682 -0.626  0.15
H: 0.369 -1.747 -0.032  0.37
H: -2.090 -0.856 1.183  0.21
H: -1.804 -2.194 -0.058  0.23
H: -1.837 0.058 -2.700  0.50

The HOMO energy comes out at -0.3355 Eh. As for the SMILES: NCCNCC(=O)O. Its net charge is 0. Its relative energy (zero: lowest compared OMol25 entry of this formula, charge and spin) is 160.93 kJ/mol. The value obtained for the frontier orbital gap is 9.8 eV.

***

No. 2
Below is a structure of composition C5H7N at a distorted geometry, with properties calculated with ωB97M-V/def2-TZVPD.

Each line ends with the natural charge from an NBO analysis.
Geometry (Å):
N: -1.244 -0.512 2.718  -0.33
C: -0.895 0.135 1.826  0.31
C: -0.485 0.972 0.697  -0.53
C: -0.299 0.137 -0.563  -0.21
C: 0.497 -1.575 0.191  -0.30
C: 0.611 0.552 -1.513  -0.34
H: 0.453 1.483 0.945  0.25
H: -1.240 1.760 0.560  0.25
H: -1.222 -0.296 -0.949  0.23
H: 0.230 -2.527 -0.325  0.14
H: 1.587 -1.691 0.397  0.14
H: 1.384 1.285 -1.273  0.19
H: 0.505 0.311 -2.568  0.21

The HOMO energy (alpha / beta) comes out at -0.3246 / -0.3067 Eh. Its net charge is 0. Its relative energy (zero: lowest compared OMol25 entry of this formula, charge and spin) is 527.60 kJ/mol. The value obtained for the frontier orbital gap (alpha / beta) is 8.2 / 8.2 eV.

***

No. 3
Below is a structure of composition C20H24Cl2IrO2 at a distorted geometry, with properties calculated with ωB97M-V/def2-TZVPD.

Each line ends with the natural charge from an NBO analysis.
Geometry (Å):
C: -0.046 -1.510 -2.389  -0.20
C: 0.818 -0.473 -2.821  0.19
C: 0.065 0.709 -2.992  -0.07
C: 2.249 -0.644 -3.120  -0.68
C: -1.305 0.385 -2.741  -0.08
C: -1.384 -0.991 -2.414  0.17
C: -2.621 -1.778 -2.265  -0.68
C: 0.308 -2.920 -2.201  -0.66
C: 0.557 2.060 -3.299  -0.64
C: -2.433 1.337 -2.742  -0.63
Ir: 0.071 -0.825 0.558  1.32
Cl: 1.520 0.736 0.032  -0.40
Cl: 1.823 -2.268 0.663  -0.53
O: -1.548 0.162 0.126  -1.01
H: 2.481 -1.716 -3.134  0.21
H: 2.914 -0.111 -2.427  0.24
H: 2.441 -0.286 -4.139  0.19
H: 1.514 2.287 -2.814  0.22
H: -0.163 2.815 -2.964  0.21
H: 0.678 2.184 -4.385  0.19
H: -2.081 2.330 -2.433  0.21
H: -3.194 1.002 -2.025  0.22
H: -2.903 1.430 -3.741  0.18
H: -3.442 -1.145 -1.895  0.21
H: -2.442 -2.606 -1.566  0.25
H: -2.943 -2.222 -3.227  0.20
H: 1.347 -3.054 -1.891  0.23
H: 0.163 -3.403 -3.176  0.17
H: -0.329 -3.408 -1.454  0.26
H: -1.426 1.080 0.442  0.45
O: -1.185 -2.430 0.496  -1.01
H: -2.073 -2.029 0.562  0.44
C: 2.717 2.256 4.192  -0.28
C: 2.473 2.408 2.815  -0.27
C: 1.214 1.995 2.333  -0.31
C: 0.558 0.913 2.977  -0.10
C: -0.170 -0.179 2.413  -0.30
C: -1.062 -0.937 3.177  -0.26
C: -1.111 -0.703 4.556  -0.29
C: -0.192 0.129 5.160  -0.24
C: 0.722 0.872 4.378  -0.04
C: 1.783 1.584 4.975  -0.34
H: 3.601 2.682 4.638  0.17
H: 3.210 2.844 2.134  0.18
H: 0.692 2.529 1.540  0.19
H: -1.668 -1.679 2.669  0.20
H: -1.895 -1.199 5.130  0.17
H: -0.153 0.257 6.238  0.17
H: 1.848 1.530 6.050  0.17

The HOMO energy (alpha / beta) comes out at 0.0772 / -0.0114 Eh. As for the multiplicity: 6. Its net charge is -2. Its relative energy (zero: lowest compared OMol25 entry of this formula, charge and spin) is 74.91 kJ/mol. The value obtained for the frontier orbital gap (alpha / beta) is 3.0 / 4.9 eV.

***

No. 4
Below is an isolated molecule of C2H6N2OS at a distorted geometry, with properties calculated with ωB97M-V/def2-TZVPD.

Each line ends with the natural charge from an NBO analysis.
Geometry (Å):
C: -2.262 0.522 0.689  -0.25
O: -1.447 0.109 -0.391  -0.42
N: -0.096 0.247 0.020  -0.21
C: 0.678 -0.151 -0.889  0.21
N: 2.024 -0.323 -0.710  -0.76
S: 2.928 -0.140 0.724  0.20
H: -3.236 0.627 0.200  0.19
H: -1.896 1.484 1.130  0.19
H: -2.350 -0.261 1.424  0.17
H: 0.246 -0.330 -1.871  0.18
H: 2.564 -0.383 -1.549  0.40
H: 2.846 -1.401 1.225  0.10

The HOMO energy comes out at -0.3133 Eh. As for the SMILES: CO/N=C/NS. Its net charge is 0. Its relative energy (zero: lowest compared OMol25 entry of this formula, charge and spin) is 315.82 kJ/mol. The value obtained for the frontier orbital gap is 9.3 eV.

***

No. 5
Below is the ion C4H11N2O with charge +1 at a distorted geometry, with properties calculated with ωB97M-V/def2-TZVPD.

Each line ends with the natural charge from an NBO analysis.
Geometry (Å):
N: 1.127 1.709 0.502  -0.87
C: 1.159 0.297 1.063  -0.27
C: 0.737 -0.717 0.109  -0.45
C: -0.739 -0.787 -0.076  -0.13
N: -1.279 0.696 -0.352  -0.74
C: -1.182 -1.666 -1.237  0.40
O: -2.204 -1.328 -1.926  -0.49
H: 1.997 1.909 0.002  0.39
H: 1.176 2.383 1.291  0.40
H: 0.795 0.257 2.095  0.23
H: 2.136 0.081 1.351  0.23
H: 1.121 -1.734 0.203  0.27
H: 1.045 -0.325 -0.903  0.22
H: -1.248 -1.069 0.893  0.25
H: -0.475 1.313 -0.178  0.47
H: -1.663 0.510 -1.351  0.47
H: -2.140 0.855 0.156  0.44
H: -0.362 -2.383 -1.643  0.19

The HOMO energy comes out at -0.5406 Eh. As for the SMILES: NCC[C@@H]([NH3+])C=O. Its net charge is +1. Its relative energy (zero: lowest compared OMol25 entry of this formula, charge and spin) is 258.33 kJ/mol. The value obtained for the frontier orbital gap is 10.4 eV.

***

No. 6
Below is a structure of composition C27H27Cl2O4PPdSTe at a distorted geometry, with properties calculated with ωB97M-V/def2-TZVPD.

Each line ends with the natural charge from an NBO analysis.
Geometry (Å):
Pd: 0.064 -0.039 0.880  0.78
Cl: 1.028 2.197 1.328  0.08
C: -0.488 2.811 2.035  -0.38
Cl: -1.764 1.673 1.561  0.07
H: -0.712 3.798 1.633  0.26
H: -0.405 2.826 3.122  0.26
O: 1.532 -0.565 -0.736  -0.98
S: 1.039 -1.974 -0.853  2.39
O: 2.039 -2.954 -0.615  -0.90
O: -0.190 -2.090 -0.020  -1.00
C: 0.410 -2.039 -2.506  -0.25
C: 0.626 -3.083 -3.378  -0.18
C: 0.081 -3.007 -4.654  -0.16
C: -0.652 -1.889 -5.027  -0.17
C: -0.863 -0.841 -4.145  -0.17
C: -0.328 -0.922 -2.861  -0.42
P: -0.571 0.446 -1.686  1.27
C: -2.347 0.822 -1.903  -0.43
C: -2.823 1.853 -2.708  -0.19
C: -4.182 1.934 -2.963  -0.19
C: -5.059 1.013 -2.410  -0.15
C: -4.586 0.002 -1.584  -0.21
C: -3.231 -0.088 -1.319  -0.14
C: 0.428 1.806 -2.317  -0.44
C: 0.153 3.124 -1.939  -0.21
C: 0.913 4.158 -2.453  -0.15
C: 1.977 3.886 -3.304  -0.16
C: 2.275 2.574 -3.649  -0.19
C: 1.513 1.534 -3.153  -0.15
H: 1.218 -3.926 -3.057  0.26
H: 0.234 -3.815 -5.353  0.25
H: -1.058 -1.822 -6.023  0.24
H: -1.419 0.034 -4.453  0.24
H: -2.141 2.560 -3.156  0.23
H: -4.550 2.721 -3.604  0.24
H: -6.114 1.089 -2.621  0.24
H: -5.273 -0.710 -1.152  0.24
H: -2.836 -0.871 -0.676  0.21
H: -0.666 3.327 -1.261  0.21
H: 0.684 5.178 -2.191  0.23
H: 2.583 4.693 -3.691  0.24
H: 3.107 2.362 -4.303  0.24
H: 1.746 0.511 -3.413  0.23
Te: -1.132 -1.693 2.668  0.88
C: -0.270 -0.865 4.427  -0.34
C: 0.856 -0.036 4.321  -0.27
C: 1.468 0.448 5.460  -0.15
C: 0.966 0.122 6.717  -0.15
C: -0.140 -0.712 6.825  -0.19
C: -0.763 -1.203 5.695  -0.21
H: 1.277 0.183 3.339  0.23
H: 2.351 1.062 5.374  0.23
H: 1.439 0.510 7.607  0.24
H: -0.504 -0.993 7.800  0.25
H: -1.626 -1.843 5.789  0.23
C: 3.283 -2.808 3.460  -0.64
C: 2.209 -2.764 2.391  -0.06
O: 2.077 -1.449 1.840  -0.79
H: 3.256 -3.763 3.976  0.24
H: 3.124 -2.010 4.186  0.21
H: 4.270 -2.685 3.014  0.22
H: 1.222 -3.005 2.826  0.15
H: 2.400 -3.486 1.591  0.22
H: 2.847 -1.310 1.272  0.50

The HOMO energy (alpha / beta) comes out at -0.5168 / -0.5381 Eh. As for the multiplicity: 5. Its net charge is +2. Its relative energy (zero: lowest compared OMol25 entry of this formula, charge and spin) is 115.51 kJ/mol. The value obtained for the frontier orbital gap (alpha / beta) is 8.9 / 6.0 eV.

***

No. 7
Below is a cluster of 2 separate species, C2HP in total at a distorted geometry, with properties calculated with ωB97M-V/def2-TZVPD.

Each line ends with the natural charge from an NBO analysis.
Geometry (Å):
C: -2.739 -0.130 -0.026  -0.97
C: -3.497 -1.154 0.016  0.24
P: -1.657 1.114 0.006  0.83
H: 0.108 -0.585 0.379  -0.09

The HOMO energy comes out at -0.3375 Eh. Its net charge is 0. Its relative energy (zero: lowest compared OMol25 entry of this formula, charge and spin) is 346.82 kJ/mol. The value obtained for the frontier orbital gap is 6.3 eV.

***

No. 8
Below is a cluster of 2 separate species, C4H13N3O in total at a distorted geometry, with properties calculated with ωB97M-V/def2-TZVPD.

Each line ends with the natural charge from an NBO analysis.
Geometry (Å):
C: 2.101 -1.271 1.065  -0.63
C: 0.784 -0.578 0.791  -0.22
N: 0.987 0.428 -0.421  -0.65
C: 0.490 1.681 -0.353  0.77
N: 1.097 2.606 -1.191  -0.85
O: -0.368 2.025 0.444  -0.68
H: 1.976 -1.964 1.897  0.22
H: 2.409 -1.861 0.201  0.20
H: 2.880 -0.552 1.289  0.21
H: 0.462 0.092 1.597  0.22
H: -0.006 -1.313 0.640  0.24
H: 1.776 0.255 -1.025  0.38
H: 0.585 3.463 -1.310  0.40
H: 1.613 2.290 -1.994  0.38
C: -2.671 -0.438 0.164  -0.43
N: -1.781 -1.287 -0.622  -0.85
H: -2.864 -0.917 1.126  0.18
H: -2.169 0.512 0.349  0.23
H: -3.637 -0.243 -0.322  0.16
H: -2.240 -2.146 -0.900  0.35
H: -1.421 -0.782 -1.428  0.36

The HOMO energy comes out at -0.3253 Eh. As for the SMILES: CCNC(N)=O.CN. Its net charge is 0. Its relative energy (zero: lowest compared OMol25 entry of this formula, charge and spin) is 60.18 kJ/mol. The value obtained for the frontier orbital gap is 9.7 eV.

***

No. 9
Below is a structure of composition C22H38NO2P2SiY at a distorted geometry, with properties calculated with ωB97M-V/def2-TZVPD.

Each line ends with the natural charge from an NBO analysis.
Geometry (Å):
C: 2.293 -0.838 -4.079  -0.26
C: 2.081 -0.613 -2.724  0.27
N: 0.963 0.004 -2.260  -0.56
C: -0.042 0.234 -3.138  0.29
C: 0.085 -0.057 -4.492  -0.25
C: 1.279 -0.561 -4.984  -0.13
C: 3.190 -0.976 -1.748  -0.79
P: 2.667 -1.265 0.009  0.78
Y: 0.952 0.773 0.073  1.62
P: -1.430 1.615 -1.033  0.90
C: -1.394 0.768 -2.678  -0.75
C: 0.681 1.110 2.427  -0.52
C: 0.427 0.089 3.316  -0.24
C: 0.350 0.397 4.696  -0.22
C: 0.465 1.725 5.132  -0.25
C: 0.637 2.751 4.191  -0.22
C: 0.722 2.442 2.810  -0.28
O: 4.995 1.238 -1.360  -0.96
O: 3.754 2.380 0.991  -1.02
H: 3.271 -1.209 -4.368  0.23
H: -0.773 0.141 -5.128  0.23
H: 1.418 -0.744 -6.040  0.22
C: 2.381 -3.031 0.096  -0.93
C: 4.087 -1.032 1.116  -0.93
H: -1.819 1.439 -3.444  0.24
H: -2.121 -0.055 -2.578  0.27
H: 3.942 -0.129 -1.700  0.34
H: 3.740 -1.882 -2.077  0.24
C: -3.078 1.873 -0.381  -0.96
C: -1.075 3.333 -1.623  -0.97
H: 0.275 -0.947 2.988  0.19
H: 0.186 -0.411 5.415  0.20
H: 0.412 1.963 6.202  0.21
H: 0.707 3.798 4.511  0.20
H: 0.788 3.247 2.064  0.21
H: 3.001 2.642 0.391  0.50
H: 3.418 2.577 1.887  0.50
H: 4.639 1.663 -0.545  0.51
H: 5.064 1.932 -2.030  0.48
H: 1.673 2.562 -0.432  -0.63
H: 3.323 -3.578 -0.048  0.23
H: 1.939 -3.271 1.075  0.25
H: 1.652 -3.309 -0.674  0.25
H: 4.900 -1.711 0.828  0.23
H: 4.426 0.012 1.126  0.27
H: 3.754 -1.264 2.139  0.26
H: -1.884 3.779 -2.220  0.19
H: -0.903 3.987 -0.755  0.24
H: -0.153 3.355 -2.217  0.24
H: -3.732 2.387 -1.102  0.22
H: -3.517 0.903 -0.076  0.27
H: -3.004 2.489 0.546  0.26
C: -5.033 -0.933 1.334  -1.10
Si: -3.693 -2.124 0.751  1.60
C: -3.444 -3.368 2.137  -1.10
C: -4.323 -2.917 -0.837  -1.09
C: -2.317 -1.000 0.305  -0.60
C: -1.357 -0.191 0.057  -0.51
H: -5.937 -1.523 1.512  0.23
H: -5.209 -0.182 0.560  0.23
H: -4.705 -0.442 2.255  0.24
H: -4.381 -3.926 2.261  0.24
H: -2.632 -4.074 1.946  0.24
H: -3.222 -2.866 3.085  0.25
H: -4.587 -2.121 -1.541  0.23
H: -3.556 -3.541 -1.303  0.23
H: -5.216 -3.514 -0.619  0.23

The HOMO energy comes out at -0.2403 Eh. Its net charge is 0. Its relative energy (zero: lowest compared OMol25 entry of this formula, charge and spin) is 0.00 kJ/mol. The value obtained for the frontier orbital gap is 6.7 eV.

***

No. 10
Below is a cluster of 7 separate species, H14O7 in total at a distorted geometry, with properties calculated with ωB97M-V/def2-TZVPD.

Each line ends with the natural charge from an NBO analysis.
Geometry (Å):
O: -2.364 -0.858 0.879  -0.94
H: -2.920 -1.167 0.176  0.48
H: -2.707 0.011 0.937  0.48
O: 1.801 2.189 1.041  -0.95
H: 2.698 2.450 0.839  0.47
H: 1.286 2.665 0.388  0.49
O: 3.066 -0.012 -0.706  -0.96
H: 2.250 0.044 -0.186  0.49
H: 3.576 0.799 -0.467  0.45
O: -0.874 2.070 -0.298  -0.97
H: -0.687 1.204 -0.639  0.50
H: -1.237 2.506 -1.018  0.47
O: -0.658 -0.237 -2.319  -0.98
H: -0.630 -1.167 -2.040  0.49
H: 0.244 0.181 -2.389  0.50
O: -1.551 -3.725 1.185  -0.94
H: -1.399 -3.228 1.979  0.48
H: -1.109 -3.347 0.450  0.47
O: 0.658 -0.318 0.481  -1.00
H: -0.213 -0.606 0.803  0.50
H: 0.769 0.547 0.903  0.50

The HOMO energy comes out at -0.4012 Eh. As for the SMILES: O.O.O.O.O.O.O. Its net charge is 0. Its relative energy (zero: lowest compared OMol25 entry of this formula, charge and spin) is 165.22 kJ/mol. The value obtained for the frontier orbital gap is 11.1 eV.

***

No. 11
Below is an isolated molecule of C4H10N2O at a distorted geometry, with properties calculated with ωB97M-V/def2-TZVPD.

Each line ends with the natural charge from an NBO analysis.
Geometry (Å):
H: 0.163 -0.342 4.042  0.34
N: -0.482 -0.105 3.294  -0.70
C: 0.130 -0.003 2.205  0.27
N: -0.536 0.329 1.071  -0.36
O: 0.224 1.100 0.190  -0.39
C: 0.338 0.443 -1.099  0.09
C: -1.047 0.358 -1.784  -0.65
C: 1.042 -0.862 -0.933  -0.65
H: 1.223 -0.189 2.019  0.16
H: -1.424 0.748 1.213  0.38
H: 0.959 1.144 -1.650  0.19
H: -0.948 0.016 -2.795  0.22
H: -1.789 -0.298 -1.319  0.22
H: -1.520 1.358 -1.803  0.22
H: 1.091 -1.421 -1.888  0.22
H: 2.060 -0.741 -0.561  0.22
H: 0.514 -1.532 -0.202  0.22

The HOMO energy comes out at -0.3384 Eh. As for the SMILES: [H]/N=C/NOC(C)C. Its net charge is 0. Its relative energy (zero: lowest compared OMol25 entry of this formula, charge and spin) is 295.86 kJ/mol. The value obtained for the frontier orbital gap is 10.2 eV.

***

No. 12
Below is a structure of composition C5H9IS4 at a distorted geometry, with properties calculated with ωB97M-V/def2-TZVPD.

Each line ends with the natural charge from an NBO analysis.
Geometry (Å):
C: 0.370 1.117 -0.997  -0.36
C: 0.021 -0.149 -0.733  -0.07
C: 0.033 -1.234 -1.721  -0.67
C: -0.288 -0.678 0.636  -0.35
C: -0.424 0.220 1.914  -0.46
S: -1.814 -1.633 0.512  0.03
S: 1.233 -1.680 1.037  -0.01
S: 0.906 1.388 2.245  0.00
S: -2.008 1.187 1.542  0.01
I: -0.844 -0.677 3.841  0.20
H: 0.314 1.780 -0.076  0.20
H: 0.633 1.607 -1.864  0.21
H: -0.956 -1.665 -1.835  0.24
H: 0.926 -1.980 -1.645  0.24
H: 0.047 -0.706 -2.799  0.22
H: -1.550 -2.471 1.593  0.16
H: 0.828 -2.833 0.553  0.13
H: 2.023 1.001 1.525  0.16
H: -1.603 2.325 2.057  0.12

The HOMO energy comes out at -0.3178 Eh. Its net charge is 0. Its relative energy (zero: lowest compared OMol25 entry of this formula, charge and spin) is 63.74 kJ/mol. The value obtained for the frontier orbital gap is 8.6 eV.

***

Energy values, unit Eh, following the record order: -418.3997, -249.2723, -1951.4944, -662.6466, -343.4658, -3401.1954, -417.8578, -399.7244, -2076.7558, -535.0609, -343.0888, -2086.2503.